(1)
Below is a 12-piece molecular cluster, H24O12 overall in a non-equilibrium geometry, with properties calculated with the ωB97M-V functional and the def2-TZVPD basis.

## Properties
* LUMO level: -0.1 eV
* SMILES: O.O.O.O.O.O.O.O.O.O.O.O
* HOMO level: -9.6885 eV
* ΔE to the lowest compared entry with this formula, charge and spin: 3.881 eV
* gap between HOMO and LUMO: 9.63 eV
* calculated total energy: -917.1827 hartree

Element x y z (Å)
H  0.2108  0.1403  -1.1552
H  0.1305  -0.8798  -0.0313
H  3.4498  -1.7397  3.1259
H  2.5408  -1.7185  1.9080
H  0.6573  0.4934  1.6731
H  2.0864  0.8156  2.0778
H  -1.7128  2.1697  -3.3902
H  -1.4176  2.0092  -1.9079
H  1.3694  3.9693  -0.7172
H  1.2776  5.3629  -1.3169
H  1.7124  -4.1317  -2.5647
H  0.4973  -3.6011  -3.3077
H  -3.8648  -1.1701  1.9726
H  -2.8702  -1.1694  3.1218
H  -4.3039  0.7951  0.3692
H  -4.3099  1.7828  -0.7860
H  1.8664  3.2826  2.2056
H  0.5418  2.5755  1.9703
H  -3.6953  -1.7770  -0.1422
H  -2.9377  -2.3795  1.0296
H  5.1192  -1.6229  -1.4985
H  5.2342  -0.2853  -0.7860
H  -1.3494  -2.6046  -0.6873
H  -0.8075  -1.9570  -1.9510
O  0.4962  -0.0147  -0.2477
O  2.6535  -2.1453  2.7648
O  1.1701  0.9947  2.3171
O  -1.0907  2.4403  -2.7055
O  1.2517  4.4295  -1.5559
O  0.7487  -4.1439  -2.5520
O  -3.3962  -0.5780  2.5716
O  -3.7290  1.1900  -0.2960
O  1.1462  3.2102  1.5692
O  -2.9182  -2.3067  0.0687
O  4.6947  -1.0832  -0.8221
O  -0.9552  -1.7879  -1.0137

These are the Mulliken partial charges, in e, on atoms 1 to 2: H 0.247; H 0.482

---

(2)
Below is H24O12 as an isolated structure in a non-equilibrium geometry, with properties calculated with the ωB97M-V functional and the def2-TZVPD basis.

## Properties
* LUMO level: -0.9 eV
* HOMO level: -9.8028 eV
* ΔE to the lowest compared entry with this formula, charge and spin: 6.215 eV
* gap between HOMO and LUMO: 8.88 eV
* calculated total energy: -917.0969 hartree

Element x y z (Å)
O  0.4980  0.0054  0.2274
H  -0.2953  -0.4667  -0.1626
H  0.3186  0.4645  1.0104
O  -0.4150  -2.5070  2.4462
H  -1.0936  -3.1166  2.1980
H  -0.6691  -1.6892  2.5258
O  1.7043  2.6476  0.7713
H  1.6493  3.2218  0.0367
H  0.7779  2.7766  0.9154
O  -0.8076  -2.1550  -1.1307
H  -0.0200  -2.9473  -1.0022
H  -0.6322  -1.8935  -2.1052
O  -0.6877  -0.1066  2.5237
H  -1.5486  -0.3038  2.9166
H  -0.1971  0.4120  3.1974
O  -2.8185  -0.0435  -0.0585
H  -3.6772  -0.0947  0.2497
H  -2.5144  0.8522  0.1228
O  2.0885  -2.7949  0.4907
H  1.4299  -2.6127  1.0308
H  2.8802  -2.3300  0.7080
O  3.1828  0.2159  -0.5377
H  2.3661  0.4613  -0.0149
H  3.7510  0.0086  0.1029
O  -1.4748  2.4772  -1.6505
H  -0.9793  1.6949  -2.0018
H  -1.4266  2.5545  -0.6761
O  -1.0648  2.0236  0.7733
H  -0.8507  2.7472  1.2827
H  -0.9949  1.2406  1.4410
O  -0.7421  -0.7642  -3.5416
H  -0.0889  -0.2182  -2.8652
H  -0.1124  -1.2026  -4.1199
O  0.5150  0.7158  -1.9181
H  0.5797  0.2481  -0.9193
H  1.3693  0.4786  -2.2666

These are the Mulliken partial charges, in e, on atoms 1 to 2: O 0.061; H 0.173

---

(3)
Below is H24O12Xe as an isolated structure, with properties calculated with the ωB97M-V functional and the def2-TZVPD basis.

## Properties
* LUMO level: -0.2 eV
* HOMO level: -10.6108 eV
* ΔE to the lowest compared entry with this formula, charge and spin: 0.477 eV
* gap between HOMO and LUMO: 10.45 eV
* calculated total energy: -1246.6394 hartree

Element x y z (Å)
Xe  -10.3996  18.1862  -6.7456
O  -13.7018  18.0131  -8.6956
H  -14.4796  18.3436  -9.1450
H  -13.2794  18.7951  -8.3404
O  -7.3332  20.1501  -8.5211
H  -8.0764  19.9494  -9.0899
H  -7.6674  20.8095  -7.9130
O  -13.9707  16.7884  -5.0004
H  -13.0801  16.6667  -4.6712
H  -14.0170  16.2326  -5.7783
O  -6.2166  17.8586  -7.1116
H  -6.6281  18.4598  -7.7324
H  -6.8941  17.2100  -6.9205
O  -12.4913  20.6395  -4.7023
H  -12.6196  21.5435  -4.4149
H  -13.2867  20.1845  -4.4258
O  -11.4089  16.9540  -9.9377
H  -12.2394  17.3853  -9.7365
H  -11.5588  16.0330  -9.7244
O  -13.1005  20.5990  -7.4744
H  -12.7705  20.4326  -6.5914
H  -14.0449  20.7069  -7.3612
O  -11.8448  15.8553  -3.4441
H  -10.8965  15.8702  -3.5730
H  -11.9931  16.4224  -2.6874
O  -9.7622  20.8955  -3.7586
H  -10.0054  21.3121  -2.9318
H  -10.5812  20.5301  -4.0932
O  -9.4661  19.2135  -10.1096
H  -9.3412  19.4277  -11.0341
H  -10.0576  18.4610  -10.1154
O  -8.8093  15.7768  -9.3070
H  -8.3173  16.5394  -9.6114
H  -9.7265  16.0103  -9.4501
O  -9.2724  16.3726  -3.9728
H  -8.6997  17.1253  -3.8257
H  -8.9593  15.9893  -4.7921

These are the Mulliken partial charges, in e, on atoms 1 to 2: Xe 0.031; O -0.666

---

(4)
Below is H24O20S2Zn3 as an isolated structure in a non-equilibrium geometry, with properties calculated with the ωB97M-V functional and the def2-TZVPD basis.

## Properties
* LUMO level: -7.0 eV
* HOMO level: -13.2417 eV
* net charge: +2
* gap between HOMO and LUMO: 6.24 eV
* calculated total energy: -7653.1987 hartree

Element x y z (Å)
Zn  3.0214  -0.5977  0.2802
Zn  -1.9845  0.0976  -2.6609
Zn  -0.7990  -2.9377  1.9107
S  -0.3236  -0.0453  0.2825
O  -1.0391  0.0663  -0.9960
O  -0.7452  -1.2825  0.9652
O  1.1081  -0.1045  0.0621
O  -0.6352  1.1340  1.0968
S  1.9594  -3.8094  0.3575
O  0.8343  -3.6067  1.3269
O  2.9276  -4.6125  1.0441
O  1.4652  -4.2553  -0.9261
O  2.5242  -2.4332  0.1022
O  -3.8618  0.1994  -1.8408
H  -4.5917  0.5327  -2.3852
H  -4.2721  -0.0798  -1.0137
O  0.3152  0.5705  3.6340
H  0.1069  1.2316  4.3058
H  0.1066  0.9847  2.7735
O  3.0146  -0.5602  -1.8409
H  2.9454  0.2028  -2.4221
H  2.8823  -1.3408  -2.4002
O  -2.1668  -1.9347  -2.8111
H  -1.4540  -2.5924  -2.8786
H  -2.9883  -2.4444  -2.7919
O  -1.9591  2.1608  -2.9424
H  -1.6746  2.6143  -3.7468
H  -2.0115  2.8522  -2.2560
O  -0.0345  -2.1728  3.6818
H  0.2053  -2.5273  4.5481
H  0.1660  -1.2159  3.7213
O  -0.1268  0.1247  -3.6357
H  0.6907  0.5405  -3.3421
H  -0.1096  0.1816  -4.6038
O  1.2834  2.9784  0.0396
H  0.7085  2.1920  0.1105
H  1.2594  3.3815  0.9148
O  3.7277  1.3713  0.0139
H  4.6209  1.7254  0.1189
H  3.1545  2.1401  -0.1874
O  -3.2963  1.1462  2.1249
H  -2.4179  0.8373  1.8407
H  -3.9297  0.6651  1.5852
O  2.8477  -0.1374  2.3033
H  3.5350  0.3268  2.7987
H  2.0377  -0.0199  2.8271
O  -2.4219  3.0642  0.0056
H  -1.6686  2.4651  0.0937
H  -2.9364  2.9232  0.8124

These are the Mulliken partial charges, in e, on atoms 1 to 2: Zn 0.423; Zn 0.413

---

(5)
Below is H25HfO13 as an isolated structure in a non-equilibrium geometry, with properties calculated with the ωB97M-V functional and the def2-TZVPD basis.

## Properties
* LUMO level: -12.9 eV
* HOMO level: -20.3726 eV
* ΔE to the lowest compared entry with this formula, charge and spin: 1.126 eV
* net charge: +3
* gap between HOMO and LUMO: 7.48 eV
* calculated total energy: -1040.1309 hartree

Element x y z (Å)
Hf  -15.9527  1.5610  -25.6126
O  -17.7128  2.4350  -25.5244
H  -18.4911  2.7147  -25.0637
O  -17.2896  5.4224  -25.4977
H  -18.1270  5.8990  -25.3530
H  -17.5388  4.8046  -26.2180
O  -17.7750  4.6491  -22.9472
H  -18.5691  4.1061  -22.8995
H  -17.7838  5.1018  -23.7848
O  -17.5946  1.4532  -22.7707
H  -17.8857  0.5876  -22.4363
H  -17.2916  1.9551  -22.0180
O  -15.7125  3.3417  -24.0436
H  -15.0135  3.7381  -23.5380
H  -16.4827  3.6586  -23.5114
O  -19.8248  3.0793  -23.5628
H  -20.7058  3.2648  -23.1477
H  -19.4705  2.2504  -23.2153
O  -16.7662  0.8741  -27.5161
H  -17.7235  0.8236  -27.5860
H  -16.4495  0.3153  -28.2367
O  -15.7011  3.3413  -26.8664
H  -16.0188  3.6053  -27.7416
H  -15.2611  4.1671  -26.4855
O  -19.4365  0.4388  -27.0607
H  -19.5149  1.3200  -26.6500
H  -19.8561  -0.1525  -26.4569
O  -19.6255  0.2391  -24.3021
H  -19.9869  -0.5763  -23.9460
H  -20.4402  0.7240  -24.1964
O  -20.6752  2.8318  -26.0881
H  -20.2764  2.8056  -25.2321
H  -21.4560  2.2768  -26.0888
O  -17.0500  -0.2613  -25.0595
H  -16.8659  -1.1656  -24.7408
H  -17.9194  -0.0768  -24.5629
O  -18.4594  4.0950  -27.6194
H  -18.4158  3.2951  -27.0183
H  -18.7732  4.0012  -28.4961

These are the Mulliken partial charges, in e, on atoms 1 to 2: Hf 1.277; O 0.650

---

(6)
Below is a 13-piece molecular cluster, H26O13 overall in a non-equilibrium geometry, with properties calculated with the ωB97M-V functional and the def2-TZVPD basis.

## Properties
* LUMO level: -0.5 eV
* HOMO level: -10.1565 eV
* ΔE to the lowest compared entry with this formula, charge and spin: 2.425 eV
* gap between HOMO and LUMO: 9.65 eV
* calculated total energy: -993.6841 hartree

Element x y z (Å)
O  -1.3338  -1.6459  0.5440
H  -1.2125  -1.8600  1.4172
H  -1.8992  -2.3281  0.2324
O  -2.0752  -2.6953  -2.3325
H  -2.4028  -2.1122  -3.0235
H  -1.2147  -2.3584  -2.0607
O  -3.1829  0.1247  -1.1093
H  -2.3836  0.4229  -1.4718
H  -3.8272  0.8196  -1.3268
O  0.2850  -3.8432  0.7801
H  -0.6065  -4.2069  0.7293
H  0.2101  -2.9893  0.4403
O  -0.3251  0.6555  -0.3202
H  0.3434  0.8116  0.3510
H  -0.5069  -0.2566  -0.0617
O  -1.8291  2.7922  0.3818
H  -1.5845  2.7435  1.3253
H  -1.3365  2.0177  0.1503
O  0.7657  -1.6477  2.8469
H  1.1665  -1.2309  2.0352
H  0.2073  -0.9515  3.1783
O  1.5685  1.2474  1.6170
H  1.8976  2.0808  1.2099
H  2.2852  0.7718  2.0940
O  2.9288  1.2862  -0.9084
H  2.6402  0.4411  -0.5351
H  3.6585  1.3448  -0.3113
O  1.8069  -1.3744  0.1136
H  1.5477  -1.5047  -0.8177
H  2.7764  -1.4422  0.1164
O  0.6100  3.1849  -1.8254
H  -0.3188  3.4249  -2.0106
H  0.4619  2.3140  -1.5067
O  0.4557  -1.2651  -2.4059
H  0.1606  -0.3928  -2.1345
H  0.4752  -1.1717  -3.3380
O  -0.4342  2.8311  2.7733
H  0.2887  2.2593  2.4829
H  -0.0661  3.7032  2.6807

These are the Mulliken partial charges, in e, on atoms 1 to 2: O -0.590; H 0.243

---

(7)
Below is a 13-piece molecular cluster, H26O13 overall in a non-equilibrium geometry, with properties calculated with the ωB97M-V functional and the def2-TZVPD basis.

## Properties
* LUMO level: 0.1 eV
* HOMO level: -10.5285 eV
* ΔE to the lowest compared entry with this formula, charge and spin: 1.247 eV
* gap between HOMO and LUMO: 10.62 eV
* calculated total energy: -993.7274 hartree

Element x y z (Å)
O  -4.0386  -7.5068  -25.7021
H  -4.3776  -6.7890  -25.1566
H  -3.0758  -7.4311  -25.6177
O  -2.1004  -8.4281  -24.2562
H  -1.8508  -8.7880  -23.3995
H  -1.9737  -9.1734  -24.8684
O  -1.7108  -11.1802  -24.9204
H  -1.2889  -11.5704  -24.1500
H  -2.6663  -11.3405  -24.7685
O  -3.5161  -10.0898  -22.0611
H  -4.4406  -10.4024  -22.0750
H  -3.5021  -9.4044  -21.3820
O  -5.0744  -9.8545  -24.5557
H  -5.7660  -9.5116  -23.9657
H  -4.5288  -9.0699  -24.7974
O  -7.8685  -9.4373  -23.3621
H  -8.0927  -8.5291  -23.6358
H  -8.6278  -9.9642  -23.6422
O  -7.9128  -9.5720  -26.4797
H  -7.8516  -9.9401  -25.5897
H  -7.2902  -10.1013  -26.9919
O  -3.9558  -12.2941  -23.7297
H  -4.1166  -13.1407  -23.2989
H  -4.8094  -11.8369  -23.7220
O  -7.6728  -7.0015  -24.8040
H  -6.9752  -7.3812  -25.3581
H  -7.5018  -6.0531  -24.7812
O  -4.9461  -7.7114  -22.6588
H  -4.1422  -8.2130  -22.8789
H  -4.9718  -6.9831  -23.2864
O  -7.1409  -11.9460  -24.8962
H  -7.4119  -12.7196  -25.4037
H  -6.2435  -11.7480  -25.2108
O  -6.0683  -11.4953  -22.4330
H  -6.7257  -10.7768  -22.3463
H  -6.5787  -12.2324  -22.7836
O  -5.4033  -10.9127  -27.4480
H  -4.7209  -11.1964  -28.0666
H  -4.9702  -10.2747  -26.8605

These are the Mulliken partial charges, in e, on atoms 1 to 2: O -0.598; H 0.252

---

(8)
Below is a 13-piece molecular cluster, H26O13 overall in a non-equilibrium geometry, with properties calculated with the ωB97M-V functional and the def2-TZVPD basis.

## Properties
* LUMO level: -0.7 eV
* HOMO level: -11.4113 eV
* ΔE to the lowest compared entry with this formula, charge and spin: 3.833 eV
* gap between HOMO and LUMO: 10.73 eV
* calculated total energy: -993.6324 hartree

Element x y z (Å)
O  3.4610  0.0688  -1.2768
H  3.9184  -0.7577  -1.0877
H  2.7684  -0.2393  -1.8694
O  -1.3621  -3.5320  1.3916
H  -0.6674  -2.8625  1.5186
H  -0.8087  -4.1810  0.9300
O  -2.1329  -0.6184  -1.7675
H  -2.2340  -1.2041  -1.0150
H  -1.7726  0.1808  -1.3711
O  2.8524  3.6665  0.2306
H  3.0846  3.3637  -0.6637
H  2.7900  2.8188  0.6867
O  -0.8693  -2.7123  -0.9372
H  -0.4372  -2.2350  -1.6486
H  -1.7751  -2.9162  -1.1659
O  -3.4580  -1.6735  1.7624
H  -3.8260  -1.4907  0.8559
H  -3.1172  -2.5865  1.5737
O  0.8029  3.0607  -1.0975
H  0.4913  3.8697  -0.7064
H  1.6733  2.7535  -0.9204
O  -0.1121  1.0625  -3.8273
H  0.3079  0.5275  -4.5114
H  -0.6702  0.3565  -3.4742
O  -1.2396  -0.1469  3.0790
H  -1.9201  -0.6856  2.6508
H  -0.5957  0.1165  2.4106
O  0.9446  1.9971  3.9491
H  0.3591  1.9499  3.1828
H  0.8989  1.0292  4.0911
O  -2.3702  3.6525  0.0734
H  -1.4922  3.3541  -0.1593
H  -2.8151  2.7894  0.0598
O  0.6005  -0.1404  0.3732
H  1.2978  -0.3113  1.0209
H  1.0955  0.3090  -0.3232
O  2.5069  -2.8924  -0.8453
H  1.7180  -2.3478  -1.0493
H  2.1041  -3.3932  -0.1231

These are the Mulliken partial charges, in e, on atoms 1 to 2: O -0.611; H 0.329